ORCA calculation (wB97M-V/def2-TZVPD) on a single C6H9N molecule.

For the HOMO-LUMO gap, the calculation gives 10.2 eV. The charge is 0. As for the SMILES: CC#CC/C=N\C. The lowest unoccupied orbital energy is 0.918 eV. The value obtained for the largest force on an atom is 0.52 eV Å⁻¹. The spin multiplicity is 1. The value obtained for the total energy is -288.689954 a.u.

Last column: Löwdin charge in e.
CARTESIAN COORDINATES (ANGSTROEM)
C -2.48842 1.94476 -2.12337  -0.110
C -1.47861 1.13550 -1.43965  -0.083
C -0.65192 0.45756 -0.88380  -0.055
C 0.34796 -0.34418 -0.17533  -0.192
C 1.01347 0.43196 0.95453  -0.187
N 1.65137 -0.03864 1.94084  -0.025
C 1.77317 -1.47835 2.08620  -0.147
H -3.38800 2.04962 -1.50837  0.076
H -2.77963 1.48229 -3.07195  0.077
H -2.10652 2.94775 -2.33857  0.076
H 1.12536 -0.67505 -0.87965  0.125
H -0.11888 -1.25644 0.21439  0.111
H 0.92414 1.52002 0.89092  0.109
H 1.76845 -2.04064 1.14245  0.067
H 0.94416 -1.84066 2.70681  0.086
H 2.70113 -1.70544 2.61795  0.071